This record from OMol25 describes a cluster of 2 separate species, C3H14Si4 in total at a distorted geometry. The level of theory is ωB97M-V with the def2-TZVPD basis set.

CARTESIAN COORDINATES (ANGSTROEM)
C: -0.16 0.15 1.53
C: 0.56 0.47 0.18
C: -0.73 -0.34 0.16
Si: 0.82 2.18 -0.50
Si: 2.77 -0.86 0.03
Si: -1.01 -2.13 -0.30
Si: -2.37 0.65 -0.30
H: 0.40 -0.45 2.24
H: -0.68 0.98 1.93
H: -0.28 3.29 -0.26
H: 0.63 1.81 -2.01
H: 2.19 2.74 -0.22
H: 2.86 -1.60 1.25
H: 3.60 0.47 0.11
H: 2.79 -1.45 -1.36
H: -0.63 -2.89 0.98
H: -0.08 -2.66 -1.28
H: -2.29 -2.74 -0.77
H: -2.50 0.73 -1.73
H: -2.43 1.88 0.33
H: -3.45 -0.23 -0.01

## Properties
* HOMO: -8.5463 eV
* energy relative to the best compared isomer or geometry (same formula, charge and spin): 40.13 kcal/mol
* total energy: -34842.870 eV
* lowest unoccupied orbital energy: 0.0013 Eh
* spin multiplicity: 1